Record 1
# C11H23DyFNO2P2

A structure of composition C11H23DyFNO2P2 (the ωB97M-V functional and the def2-TZVPD basis, the Open Molecules 2025 dataset).

Structure (XYZ):
```
41
C11H23DyFNO2P2 | the Open Molecules 2025 dataset | the ωB97M-V functional and the def2-TZVPD basis
Dy 0.236 -1.930 0.202
P -0.162 -1.213 -2.555
C -1.104 0.358 -2.345
C -1.406 0.925 -0.995
N -1.002 0.296 0.140
C -1.533 0.770 1.283
C -2.440 1.805 1.308
C -2.636 2.553 0.159
C -2.045 2.168 -1.021
C -1.283 0.057 2.571
P 0.289 -0.827 2.780
H -2.318 2.683 -1.973
H -2.791 2.155 2.275
H -3.280 3.405 0.196
H -1.270 0.797 3.367
H -2.113 -0.626 2.829
H -0.530 1.175 -2.960
H -2.077 0.276 -2.817
H 3.990 2.499 -1.286
O 3.521 3.481 -1.150
H 2.956 3.748 -1.965
H 3.856 -2.523 0.402
O 2.982 -2.111 0.405
H 3.334 -1.164 0.148
C 1.353 0.580 3.106
H 0.785 1.426 3.500
H 2.136 0.386 3.843
H 1.838 0.916 2.188
C 0.088 -1.601 4.432
H 1.017 -2.125 4.712
H -0.159 -0.865 5.219
H -0.722 -2.348 4.376
C -1.227 -1.996 -3.819
H -1.086 -1.552 -4.816
H -0.985 -3.072 -3.842
H -2.279 -1.868 -3.536
C 1.307 -0.757 -3.532
H 2.040 -1.583 -3.472
H 1.008 -0.612 -4.586
H 1.754 0.166 -3.127
F -0.040 -3.849 0.358
```

Summary:
- total charge = +2
- <S²> = 9.159
- electronic energy (eV) = -62729.9310
- strongest force on any atom (eV/A) = 4.739
- HOMO energy (spin up / spin down) (eV) = -15.91 / -15.91
- spin multiplicity = 6
- HOMO-LUMO gap (spin up / spin down) (eV) = 7.30 / 9.32


Record 2
# C16H20F12O11S2

A cluster of 4 separate species, C16H20F12O11S2 in total (the ωB97M-V functional and the def2-TZVPD basis, the Open Molecules 2025 dataset).

Structure (XYZ):
```
61
C16H20F12O11S2 | the Open Molecules 2025 dataset | the ωB97M-V functional and the def2-TZVPD basis
C 2.411 -1.931 0.862
C 2.779 -1.415 -0.316
C 2.481 -0.014 -0.762
O 3.663 0.631 -1.304
S 4.873 1.112 -0.375
O 5.706 -0.018 -0.075
O 3.947 1.461 1.071
S 4.456 0.988 2.492
O 4.559 -0.420 2.646
O 3.590 1.640 3.427
C 6.138 1.769 2.784
F 6.920 0.837 3.265
F 6.649 2.292 1.682
F 6.002 2.709 3.683
H 3.051 -2.650 1.360
H 1.494 -1.626 1.356
H 3.358 -1.999 -1.026
H 1.990 0.576 0.004
H 1.781 -0.051 -1.600
C -0.592 4.446 -3.886
C -1.616 4.133 -2.819
O -1.978 2.732 -2.827
C -1.134 1.908 -2.239
O -0.103 2.181 -1.698
C -1.691 0.471 -2.306
F -2.134 0.177 -3.536
F -2.714 0.329 -1.454
F -0.759 -0.418 -1.976
H -0.954 4.131 -4.865
H -0.396 5.517 -3.911
H 0.346 3.927 -3.696
H -2.545 4.665 -3.008
H -1.267 4.413 -1.827
C 2.880 -1.215 5.193
C 1.795 -1.523 6.197
O 1.517 -2.941 6.268
C 2.361 -3.664 6.984
O 3.322 -3.280 7.582
C 1.902 -5.138 6.983
F 1.583 -5.547 5.751
F 0.820 -5.277 7.762
F 2.861 -5.926 7.453
H 2.627 -1.620 4.213
H 3.016 -0.139 5.102
H 3.830 -1.657 5.492
H 0.854 -1.066 5.898
H 2.044 -1.150 7.190
C -5.277 -1.911 -4.752
C -5.206 -0.532 -4.133
O -5.987 0.423 -4.885
C -7.292 0.405 -4.674
O -7.896 -0.310 -3.931
C -7.965 1.506 -5.520
F -7.513 1.494 -6.779
F -7.700 2.709 -4.992
F -9.281 1.338 -5.544
H -4.971 -1.873 -5.798
H -4.620 -2.595 -4.215
H -6.291 -2.307 -4.718
H -4.189 -0.162 -4.159
H -5.532 -0.542 -3.093
```

Summary:
- total charge = 0
- electronic energy (eV) = -93717.1533
- strongest force on any atom (eV/A) = 2.730
- HOMO energy (eV) = -9.64
- HOMO-LUMO gap (eV) = 9.86


Record 3
# C48H40N8O16

A cluster of 8 separate species, C48H40N8O16 in total (the ωB97M-V functional and the def2-TZVPD basis, the Open Molecules 2025 dataset).

Structure (XYZ):
```
112
C48H40N8O16 | the Open Molecules 2025 dataset | the ωB97M-V functional and the def2-TZVPD basis
C 6.285 6.460 -4.304
C 6.355 5.522 -5.322
C 5.565 4.371 -5.267
C 4.693 4.232 -4.198
C 4.648 5.172 -3.184
C 5.427 6.318 -3.233
N 3.914 2.989 -4.070
O 4.068 2.170 -4.933
O 3.286 2.807 -3.058
H 6.792 7.416 -4.386
H 6.996 5.619 -6.186
H 5.597 3.604 -6.027
H 4.089 4.943 -2.285
H 5.265 7.098 -2.505
C -7.236 -1.607 0.082
C -7.898 -2.643 0.709
C -7.156 -3.523 1.480
C -5.775 -3.464 1.420
C -5.116 -2.445 0.759
C -5.844 -1.478 0.076
N -4.944 -4.378 2.228
O -5.540 -5.186 2.916
O -3.744 -4.256 2.204
H -7.796 -0.861 -0.474
H -8.977 -2.704 0.689
H -7.621 -4.315 2.055
H -4.041 -2.348 0.858
H -5.446 -0.643 -0.479
C 7.580 -1.493 -3.059
C 6.730 -0.412 -2.846
C 5.479 -0.377 -3.442
C 5.097 -1.403 -4.290
C 5.973 -2.445 -4.572
C 7.171 -2.526 -3.888
N 3.790 -1.368 -4.918
O 3.002 -0.525 -4.546
O 3.525 -2.218 -5.753
H 8.563 -1.431 -2.613
H 7.010 0.431 -2.230
H 4.869 0.499 -3.271
H 5.571 -3.231 -5.198
H 7.813 -3.395 -3.959
C 2.075 -0.201 -1.198
C 1.354 0.393 -0.156
C 0.360 -0.332 0.487
C 0.117 -1.659 0.175
C 0.804 -2.224 -0.883
C 1.830 -1.538 -1.508
N -0.764 -2.458 1.012
O -0.655 -3.655 0.926
O -1.569 -1.866 1.706
H 2.838 0.321 -1.759
H 1.696 1.386 0.094
H -0.202 0.134 1.287
H 0.590 -3.229 -1.228
H 2.342 -1.986 -2.345
C 1.968 -5.447 -3.647
C 0.743 -5.728 -3.050
C 0.709 -5.992 -1.685
C 1.818 -5.771 -0.889
C 3.021 -5.385 -1.466
C 3.108 -5.363 -2.850
N 1.684 -5.950 0.558
O 2.657 -5.695 1.240
O 0.587 -6.190 1.002
H 2.006 -5.366 -4.725
H -0.150 -6.046 -3.571
H -0.213 -6.276 -1.193
H 3.881 -5.300 -0.815
H 4.069 -5.182 -3.313
C -4.023 -0.149 3.320
C -5.240 0.430 2.965
C -6.460 -0.075 3.427
C -6.436 -1.219 4.203
C -5.237 -1.838 4.507
C -4.030 -1.290 4.117
N -7.689 -1.749 4.719
O -8.714 -1.186 4.435
O -7.634 -2.715 5.439
H -3.123 0.274 2.894
H -5.288 1.302 2.328
H -7.318 0.507 3.127
H -5.291 -2.748 5.091
H -3.150 -1.857 4.389
C -3.983 2.188 6.305
C -3.037 1.323 6.834
C -1.805 1.098 6.228
C -1.519 1.805 5.066
C -2.451 2.692 4.556
C -3.635 2.975 5.206
N -0.265 1.522 4.362
O 0.527 0.766 4.848
O -0.142 2.059 3.275
H -4.981 2.209 6.721
H -3.305 0.760 7.720
H -1.092 0.428 6.685
H -2.217 3.103 3.581
H -4.331 3.605 4.670
C -0.248 3.612 0.270
C 0.483 3.668 -0.917
C 0.978 4.876 -1.371
C 0.803 6.020 -0.581
C 0.138 5.982 0.630
C -0.377 4.746 1.035
N 1.408 7.276 -1.024
O 1.251 8.251 -0.331
O 2.118 7.272 -2.010
H -0.686 2.680 0.602
H 0.623 2.751 -1.474
H 1.686 4.895 -2.186
H 0.059 6.806 1.322
H -1.088 4.570 1.836
```

Summary:
- total charge = 0
- SMILES = O=[N+]([O-])c1ccccc1.O=[N+]([O-])c1ccccc1.O=[N+]([O-])c1ccccc1.O=[N+]([O-])c1ccccc1.O=[N+]([O-])c1ccccc1.O=[N+]([O-])c1ccccc1.O=[N+]([O-])c1ccccc1.O=[N+]([O-])c1ccccc1
- electronic energy (eV) = -95083.0719
- relative energy (zero: lowest compared OMol25 entry of this formula, charge and spin) (kJ/mol) = 104.3
- strongest force on any atom (eV/A) = 1.486
- HOMO energy (eV) = -9.69
- HOMO-LUMO gap (eV) = 8.94


Record 4
# C14H25BN6RuSi

A structure of composition C14H25BN6RuSi (the ωB97M-V functional and the def2-TZVPD basis, the Open Molecules 2025 dataset).

Structure (XYZ):
```
48
C14H25BN6RuSi | the Open Molecules 2025 dataset | the ωB97M-V functional and the def2-TZVPD basis
C 1.986 0.373 -2.471
N 0.938 0.801 -1.697
N 0.676 2.130 -2.048
C 1.519 2.491 -3.024
C 2.385 1.441 -3.280
B -0.458 2.901 -1.321
N -1.784 2.136 -1.407
N -1.897 0.869 -0.893
C -3.194 0.505 -1.058
C -3.900 1.567 -1.657
C -2.973 2.571 -1.872
Ru 0.083 0.076 -0.024
N -0.089 2.986 0.186
N 0.133 1.814 0.901
C 0.347 2.167 2.210
C 0.236 3.552 2.299
C -0.078 4.027 1.028
H 0.530 1.429 2.983
H -0.299 5.032 0.666
H 0.375 4.155 3.179
H -0.573 4.000 -1.778
H -3.041 3.548 -2.322
H 1.422 3.481 -3.453
H -4.947 1.620 -1.895
H 3.226 1.469 -3.955
H -3.572 -0.454 -0.742
H 2.373 -0.641 -2.410
H -1.477 -0.776 1.350
C -2.299 -1.466 1.756
H -3.163 -0.843 2.037
H -2.612 -2.243 1.025
H -1.927 -1.914 2.687
C -0.272 -3.666 0.209
Si 1.247 -2.800 0.859
C 1.403 -3.397 2.650
C 2.669 -3.520 -0.152
C 1.506 -0.931 0.862
H -0.090 -4.751 0.205
H -0.501 -3.362 -0.817
H -1.155 -3.509 0.829
H 1.334 -4.493 2.739
H 2.369 -3.085 3.073
H 0.598 -2.957 3.254
H 2.555 -3.293 -1.223
H 3.640 -3.133 0.192
H 2.661 -4.615 -0.025
H 1.578 -0.571 1.905
H 2.513 -0.722 0.443
```

Summary:
- total charge = +4
- <S²> = 6.044
- electronic energy (eV) = -34950.5183
- strongest force on any atom (eV/A) = 4.059
- HOMO energy (spin up / spin down) (eV) = -22.51 / -22.31
- spin multiplicity = 5
- HOMO-LUMO gap (spin up / spin down) (eV) = 7.44 / 4.69